## 1
25
Properties=species:S:1:pos:R:3:lowdin_charge:R:1 method="wB97M-V/def2-TZVPD" gap_ev=9.92 charge=0 smiles=CCCCCNCC
N -1.18 0.75 -0.22 -0.079
C 2.31 -0.67 0.53 -0.238
C 3.48 -0.51 1.54 -0.137
C -0.24 -1.33 0.61 -0.297
C -2.44 1.25 -0.91 -0.232
C -0.91 -0.60 -0.45 -0.336
C -2.06 1.91 -2.27 -0.102
C 0.92 -0.86 1.37 -0.260
H 2.37 -1.68 -0.08 0.128
H -0.45 -0.80 -1.43 0.114
H -1.74 2.88 -2.25 0.028
H 0.00 -2.40 0.38 0.125
H -2.05 -1.23 -0.57 0.180
H -1.29 1.33 -2.89 0.094
H -3.13 0.38 -0.97 0.096
H -2.92 2.09 -0.33 0.112
H 4.44 -0.21 1.04 0.070
H 3.62 -1.32 2.34 0.095
H 0.74 -0.02 2.07 0.109
H -2.99 1.86 -2.84 0.065
H 2.13 0.01 -0.26 0.068
H 1.23 -1.66 2.13 0.118
H 3.42 0.50 1.94 0.052
H -0.53 1.34 -0.73 0.089
H -0.97 -1.50 1.50 0.139

=====

## 2
25
Properties=species:S:1:pos:R:3:lowdin_charge:R:1 method="wB97M-V/def2-TZVPD" gap_ev=9.50 charge=0 smiles=CCCCNC(C)C
N 0.06 -0.72 0.00 -0.038
C -0.75 -1.45 2.26 -0.084
C -0.48 0.64 0.18 -0.221
C -0.18 2.64 -2.32 -0.113
C 0.17 -3.07 0.59 -0.078
C 0.23 -1.64 1.12 -0.470
C 0.89 1.88 -1.55 -0.284
C 0.61 1.68 -0.07 -0.211
H 0.68 -3.74 1.28 0.080
H -0.86 0.82 1.18 0.094
H -0.34 -1.14 -0.82 0.098
H -1.19 2.39 -1.97 0.062
H 1.50 1.36 0.47 0.107
H 0.25 2.64 0.33 0.110
H 1.86 2.33 -1.71 0.098
H -0.15 2.41 -3.38 0.066
H -0.84 -3.41 0.41 0.075
H 1.09 0.88 -1.99 0.101
H -1.77 -1.50 1.86 0.087
H -1.26 0.75 -0.56 0.105
H -0.06 3.72 -2.17 0.073
H -0.67 -2.29 2.95 0.077
H -0.67 -0.51 2.81 0.066
H 0.63 -3.14 -0.39 0.073
H 1.25 -1.53 1.51 0.127

=====

## 3
25
Properties=species:S:1:pos:R:3:lowdin_charge:R:1 method="wB97M-V/def2-TZVPD" gap_ev=9.70 charge=0 smiles=CCCN[C@@H](C)CC
N 0.02 -0.08 -0.81 -0.059
C -1.59 -1.10 0.77 -0.054
C 0.58 1.27 -0.54 -0.242
C 0.43 -2.27 0.11 -0.260
C -0.11 -0.85 0.36 -0.444
C 0.21 3.61 -0.51 -0.162
C 0.97 -3.03 1.28 -0.102
C -0.45 2.35 -0.87 -0.321
H 0.94 1.35 0.55 0.124
H 1.88 -2.55 1.77 0.100
H -0.97 0.02 -1.27 0.151
H 0.25 -3.02 1.99 0.031
H 1.19 -2.14 -0.69 0.104
H 1.44 -3.91 1.00 0.048
H -0.45 4.49 -0.65 0.087
H -1.33 2.23 -0.25 0.093
H -1.54 -1.35 1.77 0.045
H 1.00 3.79 -1.24 0.071
H -2.09 -0.21 0.47 0.058
H 0.69 3.50 0.49 0.089
H -1.03 2.34 -1.88 0.145
H 1.57 1.50 -1.14 0.138
H 0.41 -0.43 1.40 0.184
H -2.10 -1.96 0.34 0.077
H -0.20 -2.86 -0.53 0.100

=====

Which of the structures shown above is the most stable? The most stable is 2.